Formula: C52H59BrCsO10P3S
Source: OMol25
Level of theory: ωB97M-V with the def2-TZVPD basis set

Results
**Charge**: -2
**HOMO energy (spin up / spin down)**: -0.1317 / -0.0131 Ha
**HOMO-LUMO gap (spin up / spin down)**: 7.21 / 3.93 eV
**Relative energy (zero: lowest compared OMol25 entry of this formula, charge and spin)**: 3.6253 eV

Cartesian coordinates (Å):
1 Cs 0.04 0.26 -0.37
2 O -0.11 -2.13 -0.93
3 S -0.78 -2.82 0.26
4 C 0.30 -3.94 0.94
5 C 0.74 -5.14 0.27
6 C 1.69 -5.93 0.85
7 C 2.29 -5.57 2.09
8 C 1.94 -4.35 2.70
9 C 1.00 -3.51 2.15
10 P 0.48 -1.88 2.75
11 C -1.18 -2.32 3.46
12 C -1.44 -3.54 4.08
13 C -2.71 -3.84 4.55
14 C -3.75 -2.93 4.40
15 C -3.51 -1.71 3.78
16 C -2.23 -1.41 3.31
17 C 1.46 -1.70 4.30
18 C 0.90 -1.55 5.57
19 C 1.70 -1.27 6.68
20 C 3.07 -1.12 6.53
21 C 3.64 -1.25 5.27
22 C 2.84 -1.52 4.17
23 C -1.97 -3.90 -0.57
24 C -2.36 -5.08 0.04
25 C -3.30 -5.90 -0.56
26 C -3.88 -5.51 -1.76
27 C -3.53 -4.30 -2.34
28 C -2.59 -3.46 -1.75
29 P -2.27 -1.72 -2.35
30 C -3.78 -1.49 -3.42
31 C -3.91 -1.92 -4.75
32 C -5.08 -1.70 -5.46
33 C -6.16 -1.06 -4.85
34 C -6.04 -0.62 -3.54
35 C -4.86 -0.83 -2.84
36 C -1.00 -1.93 -3.66
37 C -0.68 -0.79 -4.41
38 C 0.31 -0.85 -5.39
39 C 0.99 -2.04 -5.63
40 C 0.68 -3.17 -4.87
41 C -0.31 -3.11 -3.90
42 H 0.31 -5.42 -0.68
43 H 2.00 -6.84 0.35
44 H 3.05 -6.20 2.53
45 H 2.43 -4.06 3.63
46 H -0.63 -4.26 4.18
47 H -2.89 -4.80 5.03
48 H -4.74 -3.17 4.76
49 H -4.31 -1.00 3.64
50 H -2.04 -0.47 2.80
51 H -0.17 -1.65 5.70
52 H 1.24 -1.16 7.65
53 H 3.69 -0.90 7.39
54 H 4.70 -1.12 5.14
55 H 3.28 -1.58 3.18
56 H -1.89 -5.36 0.98
57 H -3.59 -6.83 -0.08
58 H -4.62 -6.15 -2.24
59 H -4.03 -4.00 -3.25
60 H -3.07 -2.41 -5.23
61 H -5.16 -2.04 -6.49
62 H -7.08 -0.89 -5.40
63 H -6.86 -0.09 -3.07
64 H -4.76 -0.46 -1.82
65 H -1.17 0.15 -4.20
66 H 0.56 0.04 -5.95
67 H 1.77 -2.09 -6.38
68 H 1.22 -4.09 -5.04
69 H -0.53 -3.99 -3.30
70 O -0.24 1.85 -2.53
71 H 0.40 2.17 -1.87
72 H -1.02 2.43 -2.35
73 O -1.27 2.36 0.80
74 H -0.35 2.62 0.62
75 H -1.75 2.76 0.04
76 O 3.15 -1.10 -1.14
77 H 2.30 -1.55 -1.21
78 H 3.01 -0.44 -0.44
79 Br 1.58 7.90 -5.22
80 C 0.26 6.83 -4.34
81 C 0.63 6.08 -3.25
82 C -0.34 5.29 -2.62
83 C -1.65 5.28 -3.08
84 C -1.99 6.06 -4.17
85 C -1.04 6.84 -4.83
86 C -2.72 4.45 -2.36
87 O -3.89 4.80 -2.52
88 O -2.26 3.50 -1.65
89 H 1.65 6.09 -2.89
90 H -0.07 4.69 -1.76
91 H -3.02 6.06 -4.50
92 H -1.30 7.44 -5.69
93 C -4.27 0.36 0.74
94 H -4.22 1.09 -0.06
95 H -4.13 0.72 1.75
96 H -4.07 -0.69 0.53
97 C 5.80 3.50 -0.39
98 C 4.28 3.59 -0.46
99 C 3.81 3.50 -1.91
100 C 3.79 4.88 0.19
101 O 3.83 2.43 0.26
102 P 2.32 2.14 0.74
103 O 2.24 0.67 1.01
104 O 1.34 2.73 -0.22
105 O 2.18 3.03 2.07
106 C 2.46 2.61 3.42
107 C 2.51 3.91 4.21
108 C 3.79 1.88 3.52
109 C 1.31 1.75 3.91
110 H 6.25 4.34 -0.91
111 H 6.13 2.56 -0.85
112 H 6.12 3.50 0.65
113 H 4.22 4.34 -2.48
114 H 2.72 3.53 -1.96
115 H 4.15 2.56 -2.36
116 H 4.20 5.73 -0.35
117 H 4.12 4.93 1.23
118 H 2.70 4.94 0.17
119 H 3.35 4.53 3.86
120 H 2.65 3.70 5.27
121 H 1.58 4.47 4.07
122 H 4.60 2.53 3.17
123 H 3.78 0.98 2.91
124 H 3.98 1.60 4.56
125 H 0.36 2.30 3.80
126 H 1.45 1.47 4.96
127 H 1.25 0.85 3.31

These are the Mulliken partial charges, in e, on atoms 1 to 2: 0.9114, -0.3954